Entry 1:
A structure of composition C4H9NO3 in a non-equilibrium geometry, computed with ωB97M-V/def2-TZVPD.

Each line ends with the natural charge from an NBO analysis.
Cartesian coordinates (Å):
O (0.1435, -1.9206, 1.2543)  -0.5606
H (0.2052, 2.3348, -0.0451)  0.4082
O (1.8948, -0.4464, 0.6177)  -0.6872
H (-1.8122, -1.3068, 0.1707)  0.2485
H (0.8433, 0.0408, -2.0850)  0.2029
H (2.3707, -0.9608, 1.3986)  0.4999
N (0.2865, 1.4306, 0.6557)  -0.8965
C (0.6264, -0.9613, 0.6574)  0.7800
H (-1.7707, 0.2919, 1.4662)  0.2482
H (-2.4608, 0.5393, -0.2523)  0.1684
C (-0.1480, 0.1574, 0.0722)  -0.0341
O (-0.7985, 1.3878, -1.9357)  -0.7421
H (-1.8964, 1.5334, -1.4182)  0.4734
C (-0.1321, 0.1239, -1.5437)  -0.0703
C (-1.7150, -0.1884, 0.3806)  -0.6135
H (1.4072, 1.4046, 1.1156)  0.4053
H (-0.5981, -0.8481, -1.8295)  0.1695

The spin multiplicity is 1. As for the HOMO energy: -9.0958 eV. Its charge is 0. The value obtained for the HOMO-LUMO gap is 9.541 eV. As for the relative energy (zero: lowest compared OMol25 entry of this formula, charge and spin): 111.48 kcal/mol.


Entry 2:
A structure of composition C17H15AuN8O6, computed with ωB97M-V/def2-TZVPD.

Each line ends with the natural charge from an NBO analysis.
Cartesian coordinates (Å):
C (3.1789, 0.6089, -2.5573)  -0.0755
C (-1.4287, -2.6183, -1.5081)  0.7594
N (2.9187, 2.4353, -3.7170)  -0.5091
H (-2.6955, 0.9439, 4.0274)  0.2130
O (-3.2398, -4.4728, 2.8548)  -0.3586
C (-0.0533, -2.9658, 2.5931)  -0.2052
H (-2.5930, 3.2144, -2.5376)  0.2258
C (-1.2923, -3.4216, 2.1907)  -0.0044
O (2.8760, -1.6668, 1.1297)  -0.3726
N (-2.1815, -4.0087, 3.2206)  0.5318
C (0.3435, -2.2943, 0.2992)  -0.1697
C (0.2500, 1.1296, 2.7634)  -0.0859
C (3.8394, 1.4688, -3.3807)  -0.0853
H (-1.4986, 5.2362, -4.0644)  0.2284
O (-1.8017, -3.9718, 4.3774)  -0.3877
H (-2.2190, -0.7427, 3.7492)  0.2192
H (0.9311, 4.5774, -4.3290)  0.4159
C (-1.8517, 0.2715, 3.8851)  -0.4015
N (-1.0498, 0.6814, 2.7354)  -0.3347
N (2.0777, -1.9037, 2.0129)  0.5244
C (-1.7313, -3.3388, 0.8810)  -0.1369
C (0.5958, 1.3652, 1.4673)  -0.0967
C (0.7457, -2.4116, 1.6176)  0.0769
H (-1.2257, 0.2956, 4.7725)  0.2234
C (1.7549, 2.1270, -3.0889)  0.2979
O (-0.8480, -1.7369, -2.2297)  -0.8208
C (-1.4270, 0.6330, 1.4384)  0.1873
H (-2.6991, -3.7195, 0.5870)  0.2781
H (-2.4018, 0.2942, 1.1176)  0.2166
C (0.4930, 2.8551, -3.1696)  0.2949
H (1.5344, 1.7202, 1.0706)  0.2239
O (2.2678, -1.6822, 3.1949)  -0.3838
N (-0.6042, 2.4181, -2.5992)  -0.4741
Au (-0.3298, 0.2456, -1.5220)  0.8195
H (4.8507, 1.4832, -3.7513)  0.2268
O (-2.3280, -3.3812, -1.8359)  -0.6501
H (0.2694, -3.0372, 3.6200)  0.2755
C (-0.9144, -2.7479, -0.0725)  -0.1260
H (3.0939, 3.2114, -4.3295)  0.4151
C (-1.0609, 4.3474, -3.6427)  -0.0958
N (0.2669, 4.0280, -3.8145)  -0.5029
N (-0.4648, 1.0565, 0.6432)  -0.5528
C (-1.5817, 3.3401, -2.8893)  -0.0701
H (3.5475, -0.2847, -2.0783)  0.2311
N (1.8814, 1.0297, -2.3842)  -0.4786
H (1.0046, -1.8496, -0.4319)  0.2638
H (0.8004, 1.2384, 3.6846)  0.2302

The spin multiplicity is 1. As for the HOMO energy: -8.1119 eV. Its charge is 0. The value obtained for the HOMO-LUMO gap is 7.679 eV.


Entry 3:
The molecule C4H8N2O in a non-equilibrium geometry, computed with ωB97M-V/def2-TZVPD.

Each line ends with the natural charge from an NBO analysis.
Cartesian coordinates (Å):
N (0.8062, 0.2668, -0.2213)  -0.6164
C (-0.9581, 0.4108, 1.4529)  -0.0471
H (2.5109, -0.1690, -1.3568)  0.2089
H (-0.3813, -1.3257, 0.3502)  0.2364
H (-1.0938, 1.4906, 1.2763)  0.1607
H (-1.9233, 0.0030, 1.7661)  0.1957
H (0.8376, 0.3398, 2.0998)  0.4810
N (-2.2786, 0.0584, -1.7780)  -0.3150
H (1.3699, -1.5043, -1.1837)  0.1991
O (-0.0369, 0.1558, 2.4758)  -0.7056
H (0.7094, 1.2537, -0.4464)  0.3641
H (1.0096, -0.1944, -2.3234)  0.1875
C (-0.4999, -0.2564, 0.1470)  -0.1821
C (-1.5196, -0.1053, -0.9193)  0.2528
C (1.4477, -0.4240, -1.3391)  -0.4202

The spin multiplicity is 1. As for the HOMO energy: -10.1763 eV. Its charge is 0. As for the SMILES: CN[C@H](C#N)CO. The value obtained for the HOMO-LUMO gap is 11.001 eV. As for the relative energy (zero: lowest compared OMol25 entry of this formula, charge and spin): 40.09 kcal/mol.


Taking the records one at a time from the top gives calculated total energy values of -438.15142 -1681.84569 -341.93976 Ha.